[1]
{"formula": "C3H5ClO2", "method": "wB97M-V/def2-TZVPD", "species": ["C", "C", "C", "O", "O", "Cl", "H", "H", "H", "H", "H"], "xyz": [[-0.053343, 0.705936, -0.078993], [1.048038, -0.222127, 0.105037], [-1.464975, 0.175300, -0.198389], [0.636388, 0.503067, 1.205993], [0.865070, -1.541893, 0.015032], [2.706197, 0.278681, -0.379482], [0.115749, 1.589981, -0.557238], [-1.486235, -0.775369, 0.377330], [-1.906524, 0.142339, -1.298170], [-2.080079, 0.978929, 0.193806], [1.619716, -1.834843, 0.615076]], "forces_ev_per_a": [[-1.0, -2.5, 0.9], [-4.0, -1.1, -0.6], [-0.3, 0.1, -1.2], [-1.2, 1.0, 0.4], [1.1, -1.5, 1.9], [5.5, 1.9, -1.4], [0.8, 2.7, -0.9], [-0.7, 0.7, -0.7], [1.5, -0.5, 2.1], [-0.4, -0.2, 0.7], [-1.2, -0.6, -1.2]], "mulliken_charge": [-0.15, 0.48, -1.06, -0.41, -0.47, -0.13, 0.50, 0.30, 0.28, 0.30, 0.36], "de_lowest_kcal_mol": 77.97, "largest_force_ev_per_a": 6.02, "gap_ev": [4.9, 6.5], "s2": 2.006, "spin_multiplicity": 3}

***

[2]
{"formula": "C13H13ClN2", "method": "wB97M-V/def2-TZVPD", "species": ["C", "C", "C", "C", "C", "C", "C", "C", "C", "Cl", "C", "N", "C", "C", "C", "N", "H", "H", "H", "H", "H", "H", "H", "H", "H", "H", "H", "H", "H"], "xyz": [[-1.705561, 1.429160, -0.728931], [-1.604717, 0.839446, 0.651452], [-2.780570, 0.683967, 1.384508], [-2.781945, 0.148631, 2.665875], [-1.576626, -0.222539, 3.235446], [-0.403005, -0.078536, 2.515465], [-0.390404, 0.431994, 1.217931], [0.964625, 0.491097, 0.540625], [1.342122, -0.713421, -0.410035], [0.026312, -1.931039, -0.476946], [2.458941, -1.413518, 0.209276], [3.333261, -1.983239, 0.672726], [1.891955, -0.309534, -1.828120], [1.747101, -1.450270, -2.866786], [1.273904, 0.868895, -2.392855], [0.905815, 1.866767, -2.803572], [-2.637889, 1.961090, -0.857061], [-0.874602, 2.100266, -0.906058], [-1.626981, 0.631032, -1.463788], [-3.713730, 0.984811, 0.932699], [-3.719618, 0.038502, 3.187587], [-1.570568, -0.625352, 4.236907], [0.518615, -0.387464, 2.988857], [1.656252, 0.438160, 1.373188], [1.143893, 1.444858, 0.052338], [2.960702, -0.168854, -1.708479], [0.726471, -1.509748, -3.218782], [2.342452, -1.169593, -3.732128], [2.093793, -2.395569, -2.471339]], "forces_ev_per_a": [[0.6, -0.4, 0.4], [-0.2, 0.1, 0.0], [0.2, -0.1, 0.2], [0.1, 0.2, -0.5], [-0.2, 0.0, 0.1], [-0.2, -0.1, 0.1], [-0.1, -0.1, 0.2], [-0.3, -0.1, 0.2], [0.1, 0.6, 0.1], [-0.2, 0.2, -0.3], [-0.3, -0.2, -0.1], [0.6, -0.3, 0.3], [-0.7, -1.5, -0.2], [0.2, 0.6, -0.1], [0.6, 0.1, 0.6], [-0.5, 0.7, -0.5], [-0.2, 0.1, -0.1], [0.0, 0.3, -0.2], [-0.1, 0.0, -0.3], [-0.1, 0.1, -0.1], [0.0, 0.0, 0.2], [0.2, -0.1, 0.1], [0.2, 0.0, -0.1], [0.4, 0.1, -0.1], [-0.1, 0.0, -0.3], [0.1, 0.5, 0.1], [-0.3, -0.3, 0.1], [0.2, -0.1, -0.1], [0.0, -0.2, 0.1]], "mulliken_charge": [-1.41, 1.14, -0.77, -0.60, -0.73, -0.81, 0.66, -1.43, 1.19, -0.10, -0.34, -0.50, 0.43, -1.51, -0.05, -0.49, 0.49, 0.28, 0.25, 0.38, 0.40, 0.38, 0.35, 0.57, 0.58, 0.40, 0.41, 0.44, 0.39], "de_lowest_kcal_mol": 3.21, "largest_force_ev_per_a": 1.69, "gap_ev": 9.7, "smiles": "Cc1ccccc1C[C@](Cl)(C#N)[C@@H](C)C#N"}

***

[3]
{"formula": "C5H7N5O", "method": "wB97M-V/def2-TZVPD", "species": ["C", "C", "C", "C", "C", "H", "H", "H", "H", "H", "H", "H", "N", "N", "N", "N", "N", "O"], "xyz": [[-1.451445, 0.693599, -0.116884], [-0.036670, 0.095526, -0.025053], [1.461378, -1.695201, -0.269468], [2.608015, -0.716302, 0.056545], [1.121839, 1.026912, -0.114345], [-2.124656, -1.992994, -0.710201], [-1.580838, -1.920415, 0.936695], [-3.389388, 0.534148, 0.122663], [1.659905, -2.783244, -0.261178], [3.580160, -1.149270, 0.012491], [-0.065498, 2.696072, 0.148966], [1.577789, 3.222876, 0.434173], [-2.541286, -1.544507, 0.131750], [-2.497929, -0.057289, 0.164497], [0.228606, -1.293867, -0.277143], [2.395659, 0.623626, 0.129848], [0.890605, 2.333844, -0.016878], [-1.836241, 1.926481, -0.346483]], "forces_ev_per_a": [[-0.6, 3.0, -0.6], [1.8, -0.3, -2.6], [2.7, 1.9, 1.6], [-4.1, 0.3, -1.8], [-1.8, -1.0, 3.1], [-0.3, 1.5, 0.3], [-4.0, 1.7, -3.0], [1.5, -1.8, 0.0], [0.0, 0.8, -0.4], [0.8, 0.2, 0.6], [0.4, -1.1, -0.8], [-1.8, -4.5, -2.0], [3.2, -0.3, 3.7], [-1.4, -2.8, -0.5], [-1.1, 3.0, 0.9], [0.7, -3.3, -1.0], [1.1, 5.7, 1.8], [2.9, -2.9, 0.7]], "mulliken_charge": [0.58, 0.40, -0.27, -0.11, 0.19, 0.32, 0.34, 0.29, 0.36, 0.40, 0.26, 0.31, -0.77, -0.02, -0.42, -0.60, -0.47, -0.80], "de_lowest_kcal_mol": 77.43, "largest_force_ev_per_a": 6.09, "gap_ev": 8.1}

***

[4]
{"formula": "C19H15Co2N2O6", "method": "wB97M-V/def2-TZVPD", "species": ["O", "C", "Co", "C", "O", "C", "O", "C", "C", "C", "C", "C", "C", "C", "C", "C", "Co", "C", "O", "C", "O", "C", "O", "H", "H", "H", "H", "H", "H", "H", "C", "C", "N", "C", "C", "N", "H", "H", "H", "H", "H", "H", "H", "H"], "xyz": [[-3.775719, 1.493929, -4.433938], [-3.641904, 1.185287, -3.326780], [-3.539851, 0.296565, -1.825580], [-4.947616, -0.747397, -1.761812], [-5.777689, -1.547427, -1.785901], [-2.423431, -1.026457, -2.124480], [-1.745116, -1.943734, -2.351860], [-2.875245, 1.099355, -0.029877], [-2.043349, 0.509868, 0.923387], [-2.039941, -0.290220, 2.014139], [-1.161867, -1.385011, 2.371818], [-1.720839, -2.627801, 2.771856], [-0.912961, -3.742096, 3.003985], [0.482776, -3.587488, 2.994114], [1.059662, -2.327131, 2.791568], [0.236987, -1.223680, 2.522216], [-1.196840, 1.832060, 0.097355], [-1.122101, 2.793295, -1.374035], [-1.309005, 3.173239, -2.459629], [-0.252787, 0.423214, -0.154585], [0.123702, -0.672783, -0.321534], [-0.598857, 2.877372, 1.403213], [-0.349120, 3.810376, 2.034068], [-3.849319, 1.578200, 0.230751], [-2.954345, -0.155241, 2.612872], [-2.799842, -2.723140, 2.846803], [-1.381626, -4.712321, 3.181623], [1.109835, -4.478821, 3.121558], [2.159457, -2.207441, 2.818168], [0.663228, -0.213590, 2.487040], [2.453532, -0.785951, -2.095120], [2.864562, 0.464968, -1.414435], [2.392538, 1.052259, -0.354377], [3.200888, 2.285911, -0.112009], [4.333958, 2.235041, -1.129885], [3.936562, 1.105020, -1.947967], [2.989231, -1.601915, -1.600570], [1.379504, -0.957737, -1.991138], [2.780059, -0.773873, -3.140213], [2.578506, 3.187119, -0.307940], [3.534817, 2.355366, 0.936867], [4.399303, 3.145591, -1.739948], [5.291048, 2.052112, -0.618919], [4.449215, 0.775109, -2.760867]], "forces_ev_per_a": [[0.2, 0.2, 1.3], [-0.3, 0.0, -3.0], [0.7, 0.5, 1.2], [-1.5, 0.4, 1.4], [0.5, 0.0, -0.4], [2.5, -0.7, 0.1], [-1.5, 1.2, 0.2], [-3.0, -0.6, 1.1], [-1.5, -0.7, 2.0], [-1.7, 0.4, -0.3], [1.2, -0.1, 1.8], [0.4, 0.2, -0.5], [0.3, 0.7, 0.0], [0.0, -0.3, -0.2], [-0.1, 0.0, -0.1], [0.0, -0.4, 0.0], [3.6, 1.0, -1.9], [-1.2, 0.6, -2.3], [0.8, -0.2, 1.8], [2.3, -3.4, -1.3], [-0.8, 2.0, 0.4], [-1.1, 1.7, 0.2], [0.5, -0.8, 0.0], [0.1, -0.9, -0.4], [-0.2, -1.0, -0.5], [0.0, 0.0, -0.2], [0.2, 0.3, 0.1], [-0.2, 0.4, 0.0], [-0.8, -0.1, 0.1], [-0.1, -0.5, -0.4], [-0.3, -0.4, 0.3], [-0.1, 1.4, 1.4], [0.4, -0.5, -0.5], [-1.1, 0.0, -0.2], [0.7, 0.0, -0.2], [1.1, 0.2, -1.1], [-0.2, -0.1, 0.0], [0.4, 0.0, -0.2], [-0.2, 0.1, 0.1], [0.1, -0.6, 0.2], [-0.1, -0.2, -0.4], [0.1, -0.1, 0.2], [0.0, 0.1, -0.3], [-0.3, 0.2, 0.5]], "mulliken_charge": [-0.36, 0.14, 0.01, 0.15, -0.38, 0.26, -0.39, 0.72, -0.66, -0.90, 0.86, -0.64, -0.40, -0.41, -0.49, -0.15, 0.24, 0.23, -0.42, 0.11, -0.51, -0.20, -0.41, 0.44, 0.35, 0.39, 0.36, 0.31, 0.35, 0.32, -0.99, 0.57, -0.28, -0.62, -0.44, -0.20, 0.24, 0.14, 0.39, 0.22, 0.31, 0.27, 0.24, 0.18], "de_lowest_kcal_mol": 76.54, "total_charge": -1, "largest_force_ev_per_a": 4.31, "gap_ev": 5.5}